No. 1
ORCA calculation (the ωB97M-V functional and the def2-TZVPD basis) on C32H32CuN2O9 as an isolated structure.

Geometry as XYZ:
```
76
Properties=species:S:1:pos:R:3:mulliken_spin:R:1
Cu 0.44755 -0.27385 0.77823 0.746
C 1.61453 -6.41145 3.38660 0.000
O 0.23014 -6.47763 3.14100 0.000
C -0.30841 -5.42675 2.43129 0.000
C -1.65171 -5.58052 2.06081 0.001
C -2.24473 -4.56789 1.33815 0.000
C -1.57276 -3.40815 0.93599 -0.007
C -2.21512 -2.44280 0.01975 -0.005
C -3.72215 -2.25702 0.07469 -0.001
O -1.58119 -1.77501 -0.77599 -0.001
C -0.19188 -3.23785 1.32030 0.003
O 0.55131 -2.25139 1.04691 0.051
C 0.39049 -4.29792 2.10038 0.006
H 1.88982 -7.35632 3.85360 0.000
H 1.87142 -5.58720 4.05910 0.000
H 2.18140 -6.28446 2.45943 0.000
H -2.18085 -6.48723 2.32575 0.000
H -3.27221 -4.71503 1.02930 0.000
H -4.25729 -3.05478 0.58386 0.000
H -4.10943 -2.12386 -0.93651 0.000
H -3.87187 -1.32087 0.61795 0.000
H 1.42160 -4.13830 2.38497 -0.001
C 3.65893 -0.23944 -1.99508 0.007
C 2.66135 0.28218 -0.97220 -0.001
O 2.00628 -0.60909 -0.39065 0.063
C 2.92538 1.62309 -0.36833 -0.021
C 3.99203 2.39063 -0.83403 0.001
C 4.27279 3.66131 -0.35942 -0.002
C 3.43385 4.19958 0.61946 0.001
C 2.37692 3.46941 1.10722 0.006
C 2.07115 2.15071 0.65143 0.010
O 1.05629 1.56407 1.16401 0.084
H 3.29237 -1.20639 -2.33225 -0.002
H 4.62147 -0.37464 -1.49711 0.001
H 3.76071 0.43092 -2.84668 0.001
H 4.63526 1.98111 -1.60238 0.000
H 5.11366 4.22195 -0.74960 0.000
H 3.60591 5.20616 0.98910 0.000
H 1.71534 3.88217 1.86058 0.000
C -3.05758 4.03852 -6.16945 0.000
C -2.21700 3.29686 -5.15727 0.000
C -1.25393 3.95451 -4.40349 0.000
C -0.48249 3.28010 -3.45769 0.000
C 0.54601 4.00884 -2.63378 0.000
C -0.69059 1.91563 -3.26884 -0.001
C -1.66798 1.23677 -3.99757 0.000
C -1.90027 -0.23012 -3.74228 0.000
C -2.41527 1.93720 -4.93865 0.000
C 0.14588 1.16002 -2.24195 -0.003
O 1.33171 0.93682 -2.65152 0.000
O -0.40798 0.84547 -1.18550 -0.001
H -2.66850 5.04378 -6.33845 0.000
H -4.09186 4.12848 -5.82553 0.000
H -3.07427 3.51150 -7.12658 0.000
H -1.09415 5.02035 -4.54898 0.000
H 0.53664 5.07850 -2.85129 0.000
H 1.54760 3.61399 -2.81766 0.000
H 0.35742 3.86292 -1.56727 0.000
H -0.99863 -0.80529 -3.96951 0.000
H -2.72438 -0.60982 -4.34894 0.000
H -2.11056 -0.40381 -2.68420 0.000
H -3.17583 1.41154 -5.51235 0.000
C 1.14620 -0.33822 5.91496 0.001
N 0.10545 -0.07348 4.94788 0.002
C -1.11722 0.41045 5.30360 -0.001
C -2.07584 0.60425 4.39019 0.004
C -1.81752 0.25972 2.98270 0.004
O -2.72909 0.33312 2.15859 0.000
N -0.55008 -0.13426 2.66035 0.049
C 0.43559 -0.27392 3.57727 0.005
O 1.59899 -0.57245 3.33563 0.000
H 0.76537 -0.12958 6.91508 0.000
H 2.02446 0.27665 5.71488 0.000
H 1.46101 -1.38116 5.85439 0.000
H -1.25211 0.63177 6.35581 0.000
H -3.04752 0.99689 4.64777 0.001
```

HOMO energy (spin up / spin down) in Eh: -0.07636 / -0.07587
Spin multiplicity: 2
LUMO level (spin up / spin down) in eV: 4.51 / 4.51
Kohn-Sham gap (spin up / spin down) in Ha: 0.24224 / 0.24175
Net charge: -2

***

No. 2
ORCA calculation (the ωB97M-V functional and the def2-TZVPD basis) on a 5-piece molecular cluster, C32H32F3N4 overall.

Geometry as XYZ:
```
71
Properties=species:S:1:pos:R:3:lowdin_charge:R:1
C -1.16813 -1.53180 4.11528 0.138
C -1.13621 -0.10634 4.06483 -0.027
N -1.11714 1.32082 3.48330 -0.100
C -2.30662 2.27446 3.72253 -0.120
C -3.20152 2.17984 2.31322 -0.092
C -4.78961 2.52752 2.52652 -0.075
F -5.17989 3.87629 2.99769 -0.035
C -5.77490 1.42849 2.17890 0.013
F -6.01435 0.33918 3.15419 0.001
F -6.48936 1.41201 0.85708 -0.007
C -0.09638 1.81380 2.69429 -0.151
N 0.01612 3.19860 2.02736 0.111
C 1.32920 3.07103 1.28091 0.064
N 1.95333 1.68490 1.54126 0.022
N 1.10467 0.92793 2.37392 0.078
H -1.32176 -2.71403 4.05302 0.101
H -1.94030 3.37000 3.95073 0.144
H -2.97442 1.92560 4.64568 0.158
H -2.71494 2.96242 1.57524 0.134
H -3.04964 1.05409 1.94608 0.141
H 1.76581 3.94488 0.60240 0.156
H 2.86888 1.34104 1.16249 0.159
H 1.32649 -0.05496 2.66863 0.173
C -5.47550 -4.04993 3.48515 -0.087
C -4.81699 -5.21494 3.09287 -0.090
C -3.93450 -5.18835 2.01337 -0.094
C -3.70284 -3.99328 1.33171 -0.104
C -4.35855 -2.82746 1.72642 -0.103
C -5.24812 -2.85610 2.80010 -0.095
H -6.16579 -4.07179 4.32436 0.105
H -4.99233 -6.14463 3.62843 0.105
H -3.42666 -6.09771 1.70374 0.102
H -3.01143 -3.97131 0.49351 0.083
H -4.17666 -1.89588 1.19611 0.093
H -5.76296 -1.94887 3.10383 0.078
C 3.50687 6.30759 -4.12904 -0.081
C 2.83634 5.18226 -4.60735 -0.083
C 2.54406 4.12514 -3.74602 -0.098
C 2.91400 4.19780 -2.40275 -0.126
C 3.58122 5.32482 -1.92365 -0.108
C 3.88173 6.37794 -2.78712 -0.087
H 3.73751 7.12979 -4.80139 0.108
H 2.54202 5.12870 -5.65252 0.107
H 2.02754 3.24556 -4.12052 0.103
H 2.68197 3.37619 -1.73026 0.073
H 3.86799 5.38197 -0.87644 0.092
H 4.40642 7.25339 -2.41475 0.105
C 4.15004 -1.33614 -1.55267 -0.097
C 4.64016 -0.16325 -0.97920 -0.123
C 4.90534 0.94744 -1.77972 -0.109
C 4.67078 0.88831 -3.15377 -0.090
C 4.17709 -0.28343 -3.72666 -0.076
C 3.92070 -1.39717 -2.92741 -0.097
H 3.94672 -2.20267 -0.92895 0.104
H 4.81640 -0.11502 0.09248 0.088
H 5.29357 1.85899 -1.33354 0.099
H 4.87274 1.75537 -3.77708 0.105
H 3.99281 -0.32880 -4.79723 0.108
H 3.54132 -2.31163 -3.37487 0.100
C 0.70141 -2.80798 -2.25047 -0.106
C 0.23651 -2.91735 -0.94025 -0.104
C -0.25863 -4.13502 -0.47449 -0.112
C -0.27969 -5.24698 -1.31688 -0.086
C 0.18872 -5.13850 -2.62596 -0.082
C 0.67525 -3.91840 -3.09457 -0.088
H 1.08406 -1.85795 -2.61415 0.092
H 0.25934 -2.05260 -0.28179 0.087
H -0.62702 -4.21819 0.54438 0.087
H -0.66098 -6.19725 -0.95257 0.104
H 0.17375 -6.00557 -3.28180 0.107
H 1.03496 -3.83286 -4.11618 0.104
```

HOMO energy in Eh: -0.41193
LUMO level in eV: -4.33
Kohn-Sham gap in Ha: 0.25263
Net charge: +1

***

No. 3
ORCA calculation (the ωB97M-V functional and the def2-TZVPD basis) on C32H32FN6Zr as an isolated structure.

Geometry as XYZ:
```
72
Properties=species:S:1:pos:R:3:lowdin_charge:R:1
Zr -0.66810 0.24860 -0.76300 1.895
N 0.66710 -3.86760 0.57020 0.179
C 0.56230 -2.72750 -0.08760 -0.088
N -0.38560 -1.83250 0.12450 -0.007
C -1.39760 -2.14590 1.04570 -0.255
N -2.32980 -1.27190 1.31610 0.096
N -2.08190 -0.03500 0.82170 -0.165
C -2.46600 0.99970 1.50550 0.023
C -1.71860 2.22910 1.31990 -0.245
C -2.00490 3.38420 2.05100 0.055
C -1.09630 4.43270 2.04850 0.036
C 0.08510 4.28260 1.33390 0.028
C 0.29220 3.12040 0.60040 -0.083
N -0.58720 2.11440 0.55950 -0.047
C -1.30650 -3.35380 1.82370 -0.076
C -2.18620 -3.64850 2.87470 0.025
C -1.91550 -4.71080 3.71160 -0.009
C -0.79170 -5.51390 3.50900 0.002
C 0.05730 -5.28210 2.44240 0.027
C -0.19210 -4.20060 1.60690 -0.151
H 1.41470 -4.52100 0.35260 0.194
H 1.31350 -2.51480 -0.84800 0.146
H -3.16200 0.90950 2.33550 0.164
H -2.91790 3.43990 2.62320 0.143
H -1.29210 5.33330 2.60970 0.143
H 0.84080 5.05190 1.33900 0.137
H 1.21530 2.98860 0.03630 0.133
H -3.04620 -3.01440 3.03140 0.126
H -2.57020 -4.91880 4.54370 0.130
H -0.57980 -6.32160 4.19280 0.134
H 0.90830 -5.92230 2.27540 0.132
C -2.37840 2.25240 -2.13490 -0.023
C -1.34050 2.40910 -3.26550 -0.317
C 0.05090 2.68330 -2.68290 -0.033
C -1.45600 1.20910 -4.18640 -0.144
C -2.06210 1.36550 -5.42610 0.003
C -2.36100 0.26090 -6.20830 -0.012
C -2.19570 -1.00720 -5.68090 0.011
C -1.60320 -1.20600 -4.43940 -0.140
C -1.60970 -2.58380 -3.81620 -0.332
C -2.40310 -2.52450 -2.49940 -0.033
C -0.22560 -3.20630 -3.63380 -0.036
C -1.11840 -0.08680 -3.74560 -0.204
N -0.23600 -0.23400 -2.62740 -0.176
C 1.12160 -0.23400 -2.89690 -0.282
C 1.71250 -0.36280 -4.17140 0.032
C 3.08800 -0.38400 -4.31710 -0.013
C 3.94090 -0.28200 -3.22290 -0.022
C 3.40590 -0.12980 -1.95100 0.010
C 2.03860 -0.10060 -1.84460 -0.129
F 1.43380 0.16420 -0.49090 -0.133
H -2.27740 3.07030 -1.41480 0.097
H -2.29650 1.24650 -1.62370 0.027
H -3.38680 2.31190 -2.55110 0.126
H -1.63380 3.28580 -3.85360 0.156
H 0.31800 1.94090 -1.90250 0.005
H 0.06600 3.68520 -2.24880 0.104
H 0.79370 2.66000 -3.47990 0.118
H -2.29890 2.35450 -5.78840 0.129
H -2.78090 0.38570 -7.19400 0.128
H -2.51180 -1.86670 -6.24980 0.131
H -2.16200 -3.24410 -4.49090 0.148
H -1.98140 -1.76580 -1.79940 0.022
H -2.40220 -3.50560 -2.02560 0.094
H -3.43640 -2.25310 -2.71240 0.101
H 0.41180 -2.61260 -2.97940 0.039
H 0.26700 -3.30120 -4.59890 0.098
H -0.33440 -4.20360 -3.21390 0.090
H 1.06920 -0.44560 -5.03600 0.137
H 3.51230 -0.48230 -5.30440 0.132
H 5.01160 -0.30110 -3.34580 0.131
H 4.02410 -0.02760 -1.07360 0.139
```

HOMO energy in Eh: -0.61084
LUMO level in eV: -10.52
Kohn-Sham gap in Ha: 0.22435
Net charge: +3

***

Computed F_max (eV Å⁻¹) in order:
1.5; 10.2; 1.6
Computed total energy (Eh) in order:
-3665.896762; -1756.371690; -1713.165038